[1]
118
Properties=species:S:1:pos:R:3:forces:R:3:lowdin_charge:R:1 method="wB97M-V/def2-TZVPD" e_lumo_ev=0.27 multiplicity=1 e_homo_ev=-9.54
O -0.85736 -1.29801 2.46987 0.0 -0.1 0.0 -0.198
S 0.40549 -1.60325 1.90942 0.0 0.5 0.4 0.596
O 1.32074 -0.54711 1.65375 0.1 -0.1 -0.2 -0.195
O 1.09840 -2.74117 2.76762 -0.2 -0.3 0.0 -0.141
C 1.92145 -3.47861 1.83458 1.3 0.0 -0.2 -0.322
C 2.73194 -4.57830 2.49714 -0.3 -0.1 0.3 -0.104
C 3.21205 -5.72374 1.59695 0.4 -0.1 0.1 -0.252
C 4.52141 -5.43081 0.85939 -0.3 -0.2 -0.2 -0.586
Cl 5.48392 -6.92353 0.70573 -0.1 -0.3 -0.3 0.603
C 1.00127 -3.74359 0.63894 -1.3 1.8 0.1 -0.717
S 1.80738 -3.88797 -0.94964 0.8 -0.8 -0.1 0.962
S -0.36928 -5.01813 0.74221 -0.2 -1.2 -1.3 0.764
O 0.14921 -6.29058 1.14597 0.2 0.4 0.6 -0.254
O -1.07338 -4.95274 -0.50287 0.0 0.5 0.2 -0.273
C -1.67611 -4.54866 1.99546 0.2 -0.4 0.0 -0.687
F -2.54901 -5.55356 1.99380 0.1 -0.2 -0.1 0.151
F -1.12867 -4.47153 3.20135 0.0 0.3 0.1 0.146
F -2.31678 -3.45331 1.66615 0.0 0.3 0.1 0.172
O 0.23098 -2.49453 0.59029 -0.1 -0.4 0.1 -0.244
H 2.63398 -2.73281 1.46348 0.0 -0.2 -0.4 0.153
H 3.61287 -4.09543 2.92464 -0.1 0.0 0.1 0.130
H 2.17479 -4.97499 3.34904 -0.2 -0.1 -0.2 0.131
H 3.39480 -6.57630 2.25125 -0.1 0.0 0.0 0.104
H 2.45944 -6.05611 0.88380 -0.1 0.0 0.1 0.080
H 5.13769 -4.69375 1.36755 0.1 -0.1 0.0 0.063
H 4.33634 -5.12249 -0.16434 0.1 0.3 0.1 0.026
H 1.18054 -2.88539 -1.57578 -0.3 0.1 0.3 -0.079
C 1.56667 4.00665 -0.62760 0.1 -0.1 0.2 -0.016
C 0.96686 2.80816 -1.31622 0.0 0.2 0.2 -0.306
C -0.26416 2.21386 -0.66585 0.0 -0.1 -0.2 -0.073
O -0.17835 0.84099 -1.08705 0.0 0.0 0.0 0.080
C 1.12041 0.55686 -1.28774 0.0 0.0 0.3 -0.574
O 1.55350 -0.54364 -1.44061 0.1 -0.1 -0.3 0.123
O 1.86845 1.67874 -1.27101 0.0 0.0 -0.2 0.091
H 2.59811 4.15195 -0.94565 0.0 0.0 -0.1 0.088
H 0.99603 4.90279 -0.87166 0.0 0.0 0.0 0.087
H 1.57093 3.87377 0.45553 0.0 0.0 0.0 0.089
H 0.77212 3.03186 -2.36866 0.0 -0.1 0.0 0.162
H -1.18713 2.66765 -0.99971 0.0 -0.3 -0.1 0.115
H -0.21269 2.23542 0.42625 0.1 0.1 0.0 0.146
C -3.87279 -4.67478 4.79334 0.0 0.1 0.3 -0.019
C -4.72793 -5.77629 5.36399 0.0 0.2 -0.1 -0.319
C -6.00571 -5.34137 6.04988 -0.1 0.0 -0.1 -0.095
O -6.21621 -6.39955 6.99103 0.0 0.0 0.0 0.060
C -5.00260 -6.92625 7.29531 0.0 0.0 0.0 -0.564
O -4.80178 -7.69464 8.17656 0.0 0.0 0.0 0.169
O -4.05872 -6.44521 6.45117 -0.1 -0.1 0.0 0.086
H -2.85896 -5.03248 4.64575 0.0 -0.1 -0.1 0.071
H -4.27194 -4.33570 3.83784 0.0 0.0 0.0 0.091
H -3.82560 -3.82225 5.47267 0.0 0.0 0.0 0.094
H -4.94158 -6.52834 4.59888 0.0 0.0 0.0 0.160
H -6.85912 -5.25523 5.38258 -0.1 -0.1 0.1 0.138
H -5.87553 -4.40797 6.60302 0.1 0.0 -0.1 0.137
C -3.79014 6.04170 2.40499 -0.2 0.1 -0.2 -0.012
C -3.23890 4.92907 1.55282 0.1 0.1 0.1 -0.306
C -2.13257 5.31435 0.59314 0.3 0.2 0.3 -0.092
O -2.29154 4.33642 -0.45044 -0.3 0.3 0.2 0.018
C -3.59632 3.96979 -0.46016 0.2 0.3 -0.1 -0.556
O -4.09387 3.32942 -1.33222 -0.1 -0.1 0.0 0.151
O -4.23354 4.43915 0.62469 0.0 -0.2 0.0 0.099
H -4.77080 5.76915 2.79209 0.0 -0.1 0.1 0.090
H -3.12454 6.23793 3.24481 0.0 0.0 0.0 0.091
H -3.90390 6.95873 1.82591 0.0 0.0 0.0 0.089
H -2.93186 4.08436 2.17588 -0.1 -0.1 0.0 0.158
H -1.13557 5.24780 1.02279 0.0 -0.2 0.0 0.136
H -2.28068 6.30403 0.15655 0.1 -0.4 0.4 0.093
C 11.34941 -5.52531 1.04073 -0.1 -0.2 0.0 -0.022
C 10.24781 -4.93631 1.88381 0.2 -0.1 -0.1 -0.329
C 10.38336 -5.12211 3.38088 0.0 0.1 0.0 -0.096
O 9.01828 -5.09377 3.80995 0.0 0.0 0.0 0.062
C 8.25245 -5.52524 2.77347 0.0 0.0 -0.1 -0.556
O 7.10029 -5.79537 2.84606 0.1 0.2 0.3 0.112
O 8.99729 -5.60673 1.64549 0.0 0.1 0.0 0.082
H 11.01142 -5.64801 0.01288 0.0 0.1 0.0 0.090
H 12.22182 -4.87238 1.04749 0.0 0.0 0.0 0.088
H 11.64528 -6.50732 1.41207 0.0 0.0 0.0 0.087
H 10.10401 -3.87954 1.64029 0.0 0.0 0.0 0.159
H 10.95024 -4.33773 3.87544 -0.1 0.1 0.1 0.137
H 10.80603 -6.09730 3.63514 0.1 0.0 -0.1 0.137
C -5.60940 3.17667 -4.12860 -0.1 0.1 -0.2 -0.014
C -6.06304 4.59834 -3.95939 0.0 -0.1 -0.1 -0.318
C -7.37312 4.79107 -3.22429 0.1 0.0 0.2 -0.078
O -7.81810 6.05501 -3.73903 -0.1 -0.1 0.0 0.063
C -7.28771 6.20115 -4.97160 0.1 0.2 -0.2 -0.586
O -7.57716 7.07154 -5.73239 -0.1 0.0 0.0 0.142
O -6.36811 5.24743 -5.21848 0.0 0.0 0.1 0.086
H -4.86754 3.09441 -4.92202 0.1 0.1 0.1 0.093
H -5.15744 2.90155 -3.18105 0.0 -0.3 -0.1 0.058
H -6.43306 2.50652 -4.37846 0.0 0.0 0.1 0.090
H -5.26698 5.18328 -3.48940 0.0 0.0 0.0 0.151
H -7.26841 4.84692 -2.14444 0.0 0.1 0.0 0.140
H -8.10697 4.02553 -3.48540 0.0 0.0 0.0 0.139
C -5.78258 9.47822 -4.16332 0.0 -0.3 0.0 -0.007
C -4.50705 9.41419 -3.36385 -0.2 0.1 -0.2 -0.310
C -3.24493 9.10343 -4.13898 0.0 0.0 0.0 -0.079
O -2.42915 8.46492 -3.14105 0.0 -0.1 0.1 0.073
C -3.25937 7.88835 -2.24364 -0.2 0.3 -0.4 -0.534
O -2.91474 7.12315 -1.39585 -0.2 0.2 -0.4 0.143
O -4.52936 8.29393 -2.44491 0.2 0.0 0.2 0.091
H -6.64382 9.34685 -3.50973 0.0 0.1 0.0 0.098
H -5.87876 10.43320 -4.67835 0.1 0.0 0.0 0.095
H -5.81339 8.67987 -4.90459 -0.1 0.0 0.0 0.074
H -4.37513 10.32159 -2.76789 0.0 -0.1 0.1 0.158
H -2.74055 9.98013 -4.53510 0.1 0.0 0.1 0.140
H -3.42443 8.38680 -4.94339 -0.1 0.0 0.0 0.141
C 4.02889 -1.81330 -4.93381 0.1 -0.2 0.0 -0.016
C 4.38936 -1.44239 -3.51798 -0.1 0.0 -0.2 -0.322
C 5.73390 -0.77295 -3.33354 0.0 0.1 0.0 -0.089
O 6.06834 -1.14264 -1.99088 0.1 0.0 0.0 0.067
C 5.44657 -2.31496 -1.72021 -0.1 0.0 0.0 -0.557
O 5.65200 -2.97772 -0.75544 0.0 0.0 0.0 0.159
O 4.56531 -2.62019 -2.70053 0.0 0.1 0.1 0.065
H 3.24579 -2.57032 -4.93871 -0.1 0.1 0.0 0.089
H 3.67043 -0.93709 -5.47327 0.0 0.0 0.0 0.090
H 4.88859 -2.22356 -5.46575 0.0 0.0 0.0 0.087
H 3.59249 -0.84803 -3.06238 0.0 0.0 0.1 0.141
H 5.70635 0.30912 -3.42979 0.0 0.0 0.1 0.139
H 6.49252 -1.18346 -4.00480 0.0 0.0 -0.1 0.137

[2]
92
Properties=species:S:1:pos:R:3:forces:R:3:lowdin_charge:R:1 method="wB97M-V/def2-TZVPD" de_lowest_kj_mol=172.5 e_lumo_ev="-9.73 / -13.76" total_charge=+3 s_squared=6.074 multiplicity=5 e_homo_ev="-12.95 / -15.84"
C 2.47396 0.75158 -0.87759 -0.7 -0.3 0.6 -0.331
C 2.14431 1.45128 1.40356 1.2 -0.2 -1.4 -0.311
C 3.63774 1.50355 -1.00477 0.3 0.6 1.0 0.014
C 3.39234 2.16905 1.31404 -0.8 -0.2 0.5 0.028
C 4.10887 2.20473 0.13888 0.0 -0.3 -0.9 -0.004
H 4.18240 1.51865 -1.95227 -0.2 0.0 0.4 0.136
H 3.73428 2.71487 2.19840 -0.1 -0.2 -0.4 0.137
H 5.04192 2.77678 0.08231 -0.4 -0.3 0.0 0.136
N 1.76006 0.68744 0.28720 -0.1 0.3 0.2 -0.040
P 1.28071 -1.67446 -1.31533 0.2 -0.5 -0.5 1.072
P -0.37103 0.97742 2.34127 -1.7 -0.6 0.3 1.036
C 1.96816 -0.09229 -2.03188 -0.2 -0.1 0.1 -0.242
H 1.12224 0.40924 -2.53256 0.4 -0.1 0.2 0.061
H 2.75812 -0.24629 -2.78385 -0.3 0.0 0.3 0.097
C 1.31112 1.52209 2.52636 0.2 0.8 -0.1 -0.136
H 1.61294 2.18420 3.34533 0.0 -0.4 -0.2 0.108
C -1.39843 2.55701 1.87032 0.4 0.1 -0.1 -0.623
C -0.97666 0.38405 4.05573 0.2 0.0 0.0 -0.655
C 0.33559 -2.57248 -2.71509 0.0 0.2 0.2 -0.654
C 2.89379 -2.62830 -0.86676 -0.1 0.1 0.2 -0.627
C -2.74882 2.13411 1.25393 0.0 -0.2 0.0 -0.095
H -3.45752 1.79894 2.02740 0.3 0.2 -0.3 0.080
H -3.20758 2.99555 0.73094 0.2 -0.3 0.3 0.101
H -2.63112 1.31093 0.53341 0.0 0.4 0.2 0.016
C -1.65312 3.54590 3.02329 0.0 0.0 0.2 -0.076
H -2.34541 3.14821 3.78275 0.3 0.2 -0.3 0.078
H -0.71221 3.84222 3.51797 -0.4 -0.1 -0.2 0.092
H -2.11273 4.46412 2.60822 0.2 -0.4 0.1 0.109
C -0.52116 3.30409 0.83712 0.1 0.0 -0.1 -0.111
H -1.14230 4.04260 0.29494 0.2 -0.2 0.3 0.093
H 0.29856 3.83927 1.34273 -0.3 -0.1 -0.2 0.097
H -0.05831 2.62939 0.10365 -0.1 0.3 0.2 0.029
C -2.51027 0.23908 4.05737 -0.1 0.2 0.0 -0.068
H -2.85193 -0.37801 3.20789 0.1 0.2 0.3 0.066
H -2.82574 -0.26421 4.99060 0.2 0.2 -0.4 0.114
H -3.02697 1.21126 4.01568 0.2 -0.4 0.1 0.070
C -0.36267 -0.99836 4.33129 0.0 -0.1 0.0 -0.100
H -0.79573 -1.76766 3.67559 0.1 0.2 0.3 0.064
H 0.73139 -0.98849 4.19724 -0.3 -0.1 0.2 0.086
H -0.58050 -1.28233 5.37818 0.1 0.1 -0.5 0.115
C -0.50086 1.32823 5.18030 0.0 0.1 0.0 -0.070
H -0.88355 2.35311 5.08198 0.2 -0.4 0.1 0.064
H -0.85386 0.92876 6.14992 0.2 0.2 -0.5 0.111
H 0.60083 1.36624 5.21645 -0.4 0.0 0.1 0.085
C 2.54178 -4.08127 -0.48686 0.0 -0.1 -0.1 -0.071
H 3.44362 -4.56686 -0.07039 -0.4 0.2 -0.2 0.111
H 1.75216 -4.13055 0.27889 0.3 -0.1 -0.3 0.066
H 2.22682 -4.66861 -1.36505 0.2 0.2 0.4 0.078
C 3.58060 -1.93264 0.33469 0.0 0.0 0.0 -0.076
H 4.00159 -0.95641 0.05020 0.0 -0.4 0.1 0.075
H 2.91253 -1.78144 1.19112 0.4 -0.1 -0.2 0.045
H 4.41509 -2.58004 0.66271 -0.4 0.3 -0.1 0.115
C 3.92886 -2.62920 -2.01313 0.0 0.0 -0.2 -0.066
H 4.82674 -3.17062 -1.66147 -0.4 0.2 -0.1 0.113
H 3.57597 -3.13117 -2.92444 0.2 0.2 0.4 0.067
H 4.25100 -1.60676 -2.27166 0.0 -0.4 0.1 0.078
C -0.72092 -1.58411 -3.25224 -0.1 0.0 -0.1 -0.118
H -0.27114 -0.69453 -3.72543 -0.1 -0.3 0.1 0.073
H -1.32377 -2.10200 -4.02079 0.3 0.2 0.3 0.104
H -1.39758 -1.25850 -2.44743 0.1 -0.2 -0.2 0.049
C -0.42810 -3.76159 -2.09083 0.0 -0.1 -0.1 -0.075
H -1.04901 -3.42878 -1.24360 0.2 -0.1 -0.4 0.042
H -1.09472 -4.19834 -2.85771 0.3 0.2 0.3 0.112
H 0.24452 -4.55686 -1.73785 -0.3 0.3 -0.2 0.077
C 1.21270 -3.05151 -3.88522 0.1 -0.1 -0.1 -0.069
H 1.82840 -2.23740 -4.30553 -0.2 -0.3 0.1 0.092
H 1.87639 -3.88034 -3.59218 -0.3 0.3 -0.1 0.078
H 0.55645 -3.42621 -4.69305 0.3 0.2 0.4 0.106
Os -0.01682 -0.62472 0.48959 1.6 -0.5 0.6 0.963
C 0.67614 -1.98151 1.68584 1.5 -2.1 1.7 -0.353
O 1.04584 -2.89355 2.32572 -1.2 3.1 -2.1 0.108
N -0.82201 0.65321 -0.93617 -1.4 1.9 -2.3 0.034
C -1.23774 1.37931 -1.76271 1.3 -2.4 2.7 -0.085
C -1.70561 2.29763 -2.73586 -0.2 0.9 -0.7 -0.133
C -2.76982 1.95107 -3.60571 1.3 -1.0 1.9 0.116
C -1.09832 3.57628 -2.83484 0.1 -2.3 1.4 0.106
C -3.21316 2.87452 -4.55539 -0.3 2.0 -1.4 0.077
H -3.23415 0.96461 -3.52180 0.1 0.3 -0.1 0.160
C -1.55554 4.48467 -3.79218 -1.2 1.1 -1.8 0.080
H -0.28182 3.83715 -2.15531 -0.3 -0.1 -0.2 0.148
C -2.61040 4.13926 -4.65290 -0.1 -0.1 -0.1 0.039
H -4.03622 2.60620 -5.22529 0.3 0.1 0.2 0.159
H -1.08723 5.47135 -3.86620 -0.2 -0.3 0.0 0.159
H -2.96413 4.85734 -5.39972 0.1 -0.3 0.3 0.150
S -3.19211 -3.90922 1.25624 -2.7 -4.1 1.0 1.065
C -3.97822 -2.45288 1.08135 -0.5 0.3 0.0 -0.316
C -3.03944 -1.47664 0.77915 3.0 -0.8 -0.3 -0.186
N -1.73884 -1.89127 0.69850 -2.5 4.9 -0.8 -0.210
C -1.68715 -3.23421 0.96647 2.0 -1.2 0.1 -0.501
H -5.03976 -2.29286 1.21252 0.1 -0.1 0.0 0.106
H -3.37345 -0.48711 0.66502 0.3 1.2 -0.3 0.082
H -0.79089 -3.83393 0.98878 -0.1 0.2 0.0 0.075